[1]
Formula: C8H12INO2
Source: OMol25
Level of theory: wB97M-V/def2-TZVPD

Positions of all 24 atoms, in Å:
1 I 3.8907 0.3813 0.4973
2 O -1.1886 0.9268 -1.8065
3 O 0.7123 -0.5786 -0.3958
4 N -1.7512 1.5861 0.3365
5 C 3.6148 -1.7373 -1.5795
6 C -1.9900 2.9252 -0.0939
7 C -1.2527 0.7353 -0.6040
8 C -0.6425 -0.5962 -0.0184
9 C 1.3845 -2.8550 0.3596
10 C 1.5781 -1.6062 -0.0943
11 C -2.3773 1.1988 1.5768
12 C 3.0040 -1.1983 -0.5328
13 H -3.0442 0.3830 1.4536
14 H -3.1330 2.9394 -0.3868
15 H -1.7724 3.7168 0.6773
16 H -1.5319 0.9273 2.2462
17 H -3.0105 2.0495 1.9900
18 H 0.4564 -3.3080 0.6737
19 H -1.2562 3.1914 -0.9740
20 H -1.1182 -1.3201 -0.7132
21 H -0.8025 -0.5309 1.0449
22 H 4.5441 -1.2079 -1.8186
23 H 3.3134 -2.5591 -2.2589
24 H 2.3731 -3.4634 0.4208

Properties
energy above the lowest of the compared OMol25 structures with the same formula, charge and spin	47.0	kcal per mole
E	-814.8514	hartree
SMILES	C=C(I)C(=C)OCC(=O)N(C)C
E_HOMO	-9.038	eV
2S+1	1
E_LUMO	0.5443	eV


[2]
Formula: C8H12IrN7O4
Source: OMol25
Level of theory: wB97M-V/def2-TZVPD

Positions of all 32 atoms, in Å:
1 Ir 0.0502 -0.0547 -0.4245
2 O 2.4325 1.5311 -3.3289
3 O 1.2886 3.7183 0.5344
4 O -1.9318 -1.4005 -0.2689
5 O 1.4719 -0.1277 -2.1176
6 N 2.0886 -2.3977 -0.1233
7 N -1.1658 1.2583 -1.5795
8 N -4.1290 -1.8877 -0.3392
9 N -0.9193 1.1379 1.3891
10 N 1.4678 1.4844 0.0273
11 N -5.8140 0.9864 -1.5036
12 N 1.2262 -1.6288 0.7141
13 C 0.9810 2.5544 0.6975
14 C 2.4927 1.6826 -0.9471
15 C 0.0381 2.1484 1.8323
16 C -4.7213 0.6215 -1.4463
17 C -3.4020 0.1643 -1.2994
18 C -2.2700 0.8931 -1.5861
19 C -3.0890 -1.0827 -0.6370
20 C 2.0760 0.9882 -2.3104
21 H -3.9325 -2.7768 0.0850
22 H 3.3971 1.1197 -0.6865
23 H -5.0463 -1.7077 -0.7097
24 H -1.2974 0.5993 2.1589
25 H 0.6542 1.7334 2.6306
26 H 2.9359 -2.6645 0.3613
27 H 2.3185 -1.8502 -0.9467
28 H 1.7380 -1.1286 1.4367
29 H -1.6954 1.5862 0.9121
30 H 2.7269 2.7285 -1.1213
31 H -0.4463 3.0530 2.2011
32 H 0.5669 -2.2617 1.1537

Properties
energy above the lowest of the compared OMol25 structures with the same formula, charge and spin	50.5	kcal per mole
E	-1100.5855	hartree
E_HOMO	-8.433	eV
2S+1	1
E_LUMO	-1.2665	eV


[3]
Formula: C8H12KO5
Source: OMol25
Level of theory: wB97M-V/def2-TZVPD

Positions of all 26 atoms, in Å:
1 K -2.1214 0.0547 -1.5193
2 O 3.7529 1.1686 3.6371
3 O 0.4406 -0.4588 -1.9956
4 O 2.5414 0.0430 -1.5691
5 O 0.8337 0.6459 -0.1348
6 O 4.8855 1.3271 1.7605
7 C 4.5162 1.7723 2.8490
8 C 3.3698 -3.3393 2.9972
9 C 4.6344 2.8671 -0.1473
10 C 3.6208 2.0407 -0.8784
11 C 1.2679 -0.0158 -1.2232
12 C 3.4947 0.7201 -0.8069
13 C 5.6189 2.1376 0.7286
14 C 2.8927 -2.6289 4.0257
15 H 3.7885 1.4844 4.5605
16 H 6.2775 2.8176 1.2756
17 H 2.8215 -4.2015 2.6099
18 H 5.2440 3.4178 -0.8810
19 H 6.1974 1.3722 0.2055
20 H 4.1188 0.0350 -0.2348
21 H -0.1214 0.5873 0.0312
22 H 4.1123 3.6418 0.4346
23 H 3.0627 2.5717 -1.6538
24 H 3.5362 -1.9270 4.5617
25 H 4.4136 -3.2503 2.6885
26 H 2.0229 -2.9696 4.5926

Properties
E	-1287.4703	hartree
E_HOMO (alpha / beta)	-14.654 / -14.651	eV
2S+1	2
E_LUMO (alpha / beta)	-6.8008 / -9.4115	eV
charge	+2


[4]
Formula: C8H12N2O
Source: OMol25
Level of theory: wB97M-V/def2-TZVPD

Positions of all 23 atoms, in Å:
1 O 2.4869 -0.9728 -1.2419
2 N -1.6760 -1.3948 0.7438
3 N 1.7205 0.6566 0.3405
4 C 2.6315 -0.3340 -0.2032
5 C -2.5950 -1.6260 -0.1489
6 C 0.9977 1.2315 -0.7529
7 C -3.3755 -0.6321 -0.8522
8 C -2.3483 0.8866 0.6415
9 C 3.8447 -0.7468 0.6509
10 C -1.5572 -0.1388 1.1276
11 C -3.2558 0.6990 -0.4453
12 H -2.3651 1.7957 1.2912
13 H 3.8795 -1.9119 0.4212
14 H 3.6498 -0.4178 1.6639
15 H 2.3584 1.5656 0.8412
16 H -4.1329 -0.9910 -1.5394
17 H -0.2166 1.3128 -0.5938
18 H 1.5289 2.1237 -1.2944
19 H -0.9084 -0.0105 1.9832
20 H 4.6840 -0.2896 0.2588
21 H 1.2485 0.4629 -1.4870
22 H -3.8218 1.4290 -0.9576
23 H -2.7777 -2.6973 -0.4473

Properties
energy above the lowest of the compared OMol25 structures with the same formula, charge and spin	59.6	kcal per mole
E	-496.6975	hartree
SMILES	CNC(C)=O.c1ccncc1
E_HOMO	-9.429	eV
2S+1	1
E_LUMO	0.7567	eV


[5]
Formula: C8H12N2O
Source: OMol25
Level of theory: wB97M-V/def2-TZVPD

Positions of all 23 atoms, in Å:
1 O 4.1114 -0.1591 1.4939
2 N 4.3981 0.1558 -0.7328
3 N -3.8784 -1.2735 0.0900
4 C -5.1726 0.4332 -0.8682
5 C -3.9671 0.7700 1.1375
6 C -3.5186 -0.5597 1.0987
7 C -4.7105 -0.8010 -0.7154
8 C 2.6134 -1.3010 -0.0916
9 C -4.7397 1.3775 0.1148
10 C 3.7353 -0.3428 0.3205
11 C 5.5807 0.9631 -0.4324
12 H -5.2709 2.3452 0.0781
13 H 2.3789 -1.3362 -1.1876
14 H 6.4131 0.6609 -0.9835
15 H -2.8131 -1.0030 1.8138
16 H 2.8681 -2.2317 0.3910
17 H 4.1019 -0.0002 -1.6184
18 H 1.6236 -0.9461 0.4630
19 H -3.7812 1.3946 2.2033
20 H -5.2278 -1.5892 -1.2502
21 H 5.5074 2.0896 -0.5190
22 H -6.2401 0.5610 -1.4456
23 H 5.9882 0.7925 0.6403

Properties
energy above the lowest of the compared OMol25 structures with the same formula, charge and spin	56.6	kcal per mole
E	-496.7023	hartree
SMILES	CNC(C)=O.c1ccncc1
E_HOMO	-9.402	eV
2S+1	1
E_LUMO	0.7517	eV


[6]
Formula: C8H12N2O2
Source: OMol25
Level of theory: wB97M-V/def2-TZVPD

Positions of all 24 atoms, in Å:
1 O 1.5687 -1.9258 -1.8397
2 O -0.5894 -1.4384 -2.1279
3 N 1.6879 -1.2776 0.7825
4 N -1.6698 0.3410 2.5633
5 C -1.9443 -0.3483 0.4278
6 C -0.5987 -0.5506 0.7731
7 C 1.3234 1.0124 -1.1509
8 C -2.5687 0.2371 1.5316
9 C -0.4843 -0.1981 2.1427
10 C 0.5906 -0.9555 0.0274
11 C 0.2200 1.9353 -1.4095
12 C 0.3310 -1.4792 -1.3437
13 H 1.8884 -1.6377 -2.6332
14 H -0.3649 1.6947 -0.5208
15 H -3.5901 0.5959 1.5519
16 H 2.2823 -2.0093 0.4836
17 H -0.3188 1.6457 -2.3938
18 H 0.2543 -0.4148 2.8506
19 H 0.3819 3.0079 -1.4582
20 H -1.9281 0.5866 3.5627
21 H -2.3928 -0.3778 -0.5840
22 H 2.0840 1.4629 -0.5414
23 H 2.0467 -0.5251 1.3984
24 H 1.7906 0.6188 -2.0923

Properties
energy above the lowest of the compared OMol25 structures with the same formula, charge and spin	104.0	kcal per mole
E	-571.9077	hartree
E_HOMO (alpha / beta)	-7.374 / -7.330	eV
2S+1	1
E_LUMO (alpha / beta)	0.1707 / 0.2067	eV


[7]
Formula: C8H12N2O2
Source: OMol25
Level of theory: wB97M-V/def2-TZVPD

Positions of all 24 atoms, in Å:
1 O -1.0327 1.3082 -2.0045
2 O -1.5369 -1.5565 -0.7953
3 N 0.4298 0.8552 1.1040
4 N 1.6213 1.1997 1.0762
5 C 2.2049 0.6961 -0.2154
6 C 1.1630 -0.2345 -0.8268
7 C -1.8108 2.0309 0.1270
8 C -1.0736 1.2422 -0.8176
9 C 1.6086 -1.6780 -0.8892
10 C -1.0610 -0.9913 0.1611
11 C -0.0866 0.0986 -0.0509
12 C -1.5634 -1.2771 1.5203
13 H -2.7044 -1.4510 1.6220
14 H -1.0447 2.4878 0.6602
15 H 1.5335 -2.2168 0.0320
16 H 2.6780 -1.7414 -1.1270
17 H -0.9958 -2.2311 1.8080
18 H 3.2121 0.2873 0.0668
19 H -1.1694 -0.5891 2.2535
20 H 0.9987 0.0004 -1.8248
21 H -2.3314 2.7711 -0.4787
22 H 1.0075 -2.2515 -1.4307
23 H -2.4484 1.6186 0.8452
24 H 2.4018 1.6223 -0.8152

Properties
energy above the lowest of the compared OMol25 structures with the same formula, charge and spin	86.2	kcal per mole
E	-571.9360	hartree
SMILES	CC(=O)C1(C(C)=O)N=NC[C@H]1C
E_HOMO	-9.457	eV
2S+1	1
E_LUMO	0.5770	eV


[8]
Formula: C8H12N2O2S
Source: OMol25
Level of theory: wB97M-V/def2-TZVPD

Positions of all 25 atoms, in Å:
1 S 0.8785 -3.4147 0.4672
2 O 2.2237 -3.4800 -0.0807
3 O -0.2027 -4.3191 0.0313
4 N 0.6580 3.2966 -1.3689
5 N 1.0514 -3.6210 2.1079
6 C 0.2553 -1.7066 0.3218
7 C -1.0745 2.3610 -0.0950
8 C -0.6149 0.9031 0.1188
9 C -0.7121 2.8755 -1.4255
10 C -1.1030 -1.4606 0.2194
11 C 0.7510 0.5900 0.1221
12 C 1.2366 -0.7350 0.3481
13 C -1.5515 -0.1510 0.1647
14 H 0.3558 -4.2193 2.5591
15 H 2.2768 -1.0295 0.3008
16 H -1.5229 3.6274 -1.8560
17 H 0.6163 4.0723 -0.7100
18 H -2.6394 0.0407 0.1680
19 H 0.9085 3.6765 -2.3085
20 H -0.5791 2.9677 0.6223
21 H 2.0176 -3.9287 2.3432
22 H -0.7172 2.0360 -2.2429
23 H -2.1468 2.4650 0.1954
24 H -1.8065 -2.3160 0.1042
25 H 1.4411 1.4697 -0.1070

Properties
energy above the lowest of the compared OMol25 structures with the same formula, charge and spin	41.1	kcal per mole
E	-970.1824	hartree
SMILES	NCCc1ccc(S(N)(=O)=O)cc1
E_HOMO	-9.375	eV
2S+1	1
E_LUMO	0.7729	eV


[9]
Formula: C8H12N2OS
Source: OMol25
Level of theory: wB97M-V/def2-TZVPD

Positions of all 24 atoms, in Å:
1 S -0.4947 2.4496 -0.3201
2 O -1.8180 -2.8591 -1.6254
3 N -0.4473 -0.3185 -0.4958
4 N 1.1927 0.8026 0.7540
5 C 2.7430 2.1019 2.0121
6 C -1.6507 -0.3719 -1.2597
7 C 0.9171 3.0487 0.5226
8 C -2.4899 -1.6514 -0.9144
9 C 0.1699 0.8604 -0.0486
10 C 1.5457 2.1138 1.1559
11 C -0.4869 -2.7619 -1.1252
12 C 0.0170 -1.6285 -0.0854
13 H 2.9308 3.1427 2.3680
14 H 2.4560 1.7711 3.1237
15 H -2.3483 0.4880 -0.9039
16 H 0.7647 4.2153 0.7330
17 H -2.7170 -1.8243 0.1696
18 H -0.2998 -1.6897 1.1167
19 H 3.6696 1.6555 1.5839
20 H 1.1287 -1.3582 -0.0223
21 H -1.2891 -0.3244 -2.3937
22 H 0.0171 -2.5155 -2.1107
23 H -0.1369 -3.6834 -0.7308
24 H -3.3737 -1.6629 -1.5035

Properties
energy above the lowest of the compared OMol25 structures with the same formula, charge and spin	99.5	kcal per mole
E	-894.8473	hartree
SMILES	Cc1csc(N2CCOCC2)n1
E_HOMO	-7.955	eV
2S+1	1
E_LUMO	0.6451	eV


[10]
Formula: C8H12N3
Source: OMol25
Level of theory: wB97M-V/def2-TZVPD

Positions of all 23 atoms, in Å:
1 N -0.8437 -1.5363 0.3139
2 N -2.9011 -0.4726 -0.2413
3 N -0.3947 0.8304 0.8040
4 C -0.0091 -0.5473 0.7981
5 C 1.8672 -0.3248 -1.1090
6 C 1.0422 1.2269 0.8560
7 C -2.2493 -1.5397 0.2098
8 C 2.5643 -0.8557 0.1688
9 C -2.4481 0.6860 -0.5177
10 C -1.0298 1.1186 -0.5457
11 C 1.2801 -0.1765 0.2766
12 H -3.2884 1.4041 -0.7538
13 H -3.0619 -2.2706 0.3878
14 H 3.3322 -0.1697 0.5038
15 H 1.3510 -1.0893 -1.6609
16 H -0.9967 1.1805 1.5672
17 H -0.2888 -2.3618 0.0257
18 H -1.0027 2.1842 -0.6440
19 H 1.3012 1.2903 1.8529
20 H 2.2151 0.5371 -1.6178
21 H 2.6449 -1.8582 0.3833
22 H 1.2852 2.0721 0.2233
23 H -0.3692 0.6723 -1.2810

Properties
energy above the lowest of the compared OMol25 structures with the same formula, charge and spin	134.9	kcal per mole
E	-475.8656	hartree
E_HOMO (alpha / beta)	-11.969 / -11.934	eV
2S+1	1
E_LUMO (alpha / beta)	-4.4991 / -4.3267	eV
charge	+1